The following is a quantum chemistry calculation of one molecule with the formula C2H3BrO2 at a distorted geometry, from the Open Molecules 2025 dataset.

* energy above the lowest of the compared OMol25 structures with the same formula, charge and spin: 4.5827 eV
* SMILES: BrCC1OO1
* HOMO-LUMO gap: 10.7 eV

```
8
C2H3BrO2 ωB97M-V/def2-TZVPD
Br -2.2966 0.3060 -0.0362
C -0.4149 0.0893 0.4599
C 0.5533 0.9618 -0.2988
O 1.4956 1.8113 0.2684
O 1.9734 0.5938 -0.1770
H -0.1194 0.2460 1.6018
H -0.0422 -0.9676 0.1712
H 0.3262 1.3241 -1.3651
```

Let us look at the Löwdin charges, expressed in e, one per atom: 0.623 -0.572 -0.395 -0.031 -0.028 0.134 0.103 0.166



The following is a quantum chemistry calculation of an isolated ion of composition C2H3BrO2P and charge -1 at a distorted geometry, from the Open Molecules 2025 dataset.

* charge: -1
* energy above the lowest of the compared OMol25 structures with the same formula, charge and spin: 1.2023 eV
* SMILES: C=C[P@](=O)([O-])Br
* HOMO-LUMO gap: 8.4 eV

```
9
C2H3BrO2P ωB97M-V/def2-TZVPD
C 1.4247 0.0036 0.3035
C 0.3596 0.7600 0.0404
P -1.1793 -0.1331 -0.5334
O -0.5206 -1.2824 -1.6696
O -2.2744 0.7410 -0.9036
Br -1.7380 -1.2602 1.4632
H 2.2470 0.4529 0.8313
H 1.3459 -1.0112 0.0686
H 0.3352 1.7295 0.3997
```

Let us look at the Löwdin charges, expressed in e, one per atom: -0.084 -0.287 0.206 -0.583 -0.438 0.102 0.041 0.019 0.025



The following is a quantum chemistry calculation of a 2-piece molecular cluster, C2H3BrOS overall at a distorted geometry, from the Open Molecules 2025 dataset.

* energy above the lowest of the compared OMol25 structures with the same formula, charge and spin: 5.5450 eV
* HOMO-LUMO gap (spin up / spin down): 6.3 / 6.3 eV

```
8
C2H3BrOS ωB97M-V/def2-TZVPD
C 0.9348 0.1705 -0.3568
C -0.5050 0.1211 -0.1398
O -0.8313 -0.6874 0.9663
S 1.9259 2.3878 -0.0562
Br 1.9877 -1.2422 -0.1313
H -0.9440 -0.3075 -1.1239
H -1.2062 0.9979 0.0567
H -1.3619 -1.4403 0.7850
```

Let us look at the Löwdin charges, expressed in e, one per atom: -0.800 -0.420 -0.092 0.056 0.873 0.159 0.150 0.075



The following is a quantum chemistry calculation of one molecule with the formula C2H3BrS at a distorted geometry, from the Open Molecules 2025 dataset.

* energy above the lowest of the compared OMol25 structures with the same formula, charge and spin: 0.8944 eV
* SMILES: C=CSBr
* HOMO-LUMO gap: 6.8 eV

```
7
C2H3BrS ωB97M-V/def2-TZVPD
C 0.1094 -0.8881 -0.9402
C 0.1511 0.1007 -0.0600
S -0.6661 -0.0215 1.4745
Br -0.5117 2.4230 2.3544
H 0.6572 -0.8333 -1.8639
H -0.4551 -1.7875 -0.7594
H 0.7151 1.0066 -0.2055
```

Let us look at the Löwdin charges, expressed in e, one per atom: -0.091 -0.659 0.538 0.061 0.056 0.050 0.046



The following is a quantum chemistry calculation of one molecule with the formula C2H3Cl2NO2 at a distorted geometry, from the Open Molecules 2025 dataset.

* energy above the lowest of the compared OMol25 structures with the same formula, charge and spin: 3.8454 eV
* SMILES: CC(Cl)(Cl)[N+](=O)[O-]
* HOMO-LUMO gap: 11.2 eV

```
10
C2H3Cl2NO2 ωB97M-V/def2-TZVPD
C 1.1495 -0.2808 0.0520
C -0.3769 -0.4692 -0.0561
Cl -0.8836 -1.2396 -1.5014
Cl -0.9526 -1.2348 1.5044
N -0.9925 0.9446 0.0040
O -0.1771 1.8131 0.0267
O -2.1638 1.1502 0.0482
H 1.5917 -1.2220 -0.1732
H 1.3377 0.2551 -0.7958
H 1.4677 0.2835 0.8912
```

Let us look at the Löwdin charges, expressed in e, one per atom: -0.133 -1.130 0.748 0.630 -0.481 0.079 0.080 0.079 0.044 0.084



The following is a quantum chemistry calculation of a 2-piece molecular cluster, C2H3Cl2NO2 overall at a distorted geometry, from the Open Molecules 2025 dataset.

* energy above the lowest of the compared OMol25 structures with the same formula, charge and spin: 6.4438 eV
* HOMO-LUMO gap (spin up / spin down): 8.7 / 7.3 eV

```
10
C2H3Cl2NO2 ωB97M-V/def2-TZVPD
C -0.7138 -0.4534 0.6738
C 1.5513 0.0295 -0.4686
N -1.5290 0.3461 -0.0893
O -2.1694 -0.1813 -0.9901
O -1.5524 1.5479 0.1600
Cl 2.5208 -1.2640 0.0015
Cl 1.9218 1.5945 0.0335
H -0.7428 -1.5165 0.5088
H -0.3515 -0.0464 1.6002
H 1.0651 -0.0564 -1.4299
```

Let us look at the Löwdin charges, expressed in e, one per atom: 0.068 -1.116 -0.501 0.040 0.029 0.624 0.645 0.091 0.090 0.030



The following is a quantum chemistry calculation of a 2-piece molecular cluster, C2H3Cl2NOS overall at a distorted geometry, from the Open Molecules 2025 dataset.

* energy above the lowest of the compared OMol25 structures with the same formula, charge and spin: 2.2485 eV
* SMILES: C=[NH+][S-].O=C(Cl)Cl
* HOMO-LUMO gap (spin up / spin down): 7.9 / 7.9 eV

```
10
C2H3Cl2NOS ωB97M-V/def2-TZVPD
C -2.2093 -0.1662 0.3664
N -1.3223 -1.1373 0.5422
S 0.2087 -1.0806 -0.0921
H -1.8473 0.7795 -0.1613
H -3.3275 -0.3328 0.5300
H -1.6625 -1.9370 0.9727
O 1.5647 1.6863 -1.1932
C 2.3726 1.0840 -0.6260
Cl 3.1697 -0.3895 -1.2518
Cl 3.0532 1.4937 0.9130
```

Let us look at the Löwdin charges, expressed in e, one per atom: -0.052 -0.571 0.527 0.100 0.101 0.055 -0.006 -1.353 0.556 0.643



The following is a quantum chemistry calculation of one molecule with the formula C2H3Cl2NS at a distorted geometry, from the Open Molecules 2025 dataset.

* energy above the lowest of the compared OMol25 structures with the same formula, charge and spin: 2.9622 eV
* SMILES: C/N=C(\Cl)SCl
* HOMO-LUMO gap (spin up / spin down): 8.4 / 8.4 eV

```
9
C2H3Cl2NS ωB97M-V/def2-TZVPD
C 0.2515 -0.1661 0.1649
N 1.5649 0.3911 0.0982
C 2.6774 -0.7239 -0.0654
Cl 2.0566 -2.2860 -0.0762
S 4.3709 -0.2901 -0.1098
Cl 4.1622 1.6798 0.0935
H 0.1362 -0.9060 0.9658
H 0.1909 -0.5893 -0.7982
H -0.3221 0.7360 0.5262
```

Let us look at the Löwdin charges, expressed in e, one per atom: -0.270 -0.140 -1.107 0.697 0.445 0.181 0.051 0.045 0.098



The following is a quantum chemistry calculation of an isolated ion of composition C2H3Cl2O2Si and charge -1 at a distorted geometry, from the Open Molecules 2025 dataset.

* charge: -1
* 2S+1: 3
* HOMO-LUMO gap (spin up / spin down): 4.0 / 8.9 eV

```
10
C2H3Cl2O2Si ωB97M-V/def2-TZVPD
C 2.5004 -1.0828 2.8206
C 0.1452 -0.0331 -0.3222
O 2.1920 -1.2515 3.9494
O 1.8582 -0.6659 1.8494
Si 1.8451 -0.8099 -0.0675
Cl 4.2592 -1.6880 2.4168
Cl 1.2656 -2.9052 0.2049
H -0.0345 0.8667 0.3847
H -0.0520 0.2247 -1.3622
H -0.7249 -0.8124 -0.2184
```

Let us look at the Löwdin charges, expressed in e, one per atom: -1.003 -0.387 0.021 -0.273 0.186 0.403 0.015 0.028 -0.025 0.035



The following is a quantum chemistry calculation of C2H3Cl2OP as an isolated structure at a distorted geometry, from the Open Molecules 2025 dataset.

* energy above the lowest of the compared OMol25 structures with the same formula, charge and spin: 3.1503 eV
* HOMO-LUMO gap: 9.4 eV

```
9
C2H3Cl2OP ωB97M-V/def2-TZVPD
C -0.3684 -0.2954 -0.6831
C -0.6374 0.9535 0.8327
O -1.1901 -0.3582 -1.5181
P 1.0951 -1.3014 -0.2869
Cl -2.0929 0.4949 1.6610
Cl 0.8087 0.7098 1.7626
H -0.6941 1.9647 0.4348
H 1.9768 -0.2872 -0.6438
H 1.1024 -1.8807 -1.5592
```

Let us look at the Löwdin charges, expressed in e, one per atom: -0.639 -1.115 0.040 0.790 0.561 0.517 0.035 -0.092 -0.097



The following is a quantum chemistry calculation of C2H3Cl3F6O2PV as an isolated structure at a distorted geometry, from the Open Molecules 2025 dataset.

* charge: -2
* energy above the lowest of the compared OMol25 structures with the same formula, charge and spin: 0.1002 eV
* 2S+1: 3
* HOMO-LUMO gap (spin up / spin down): 8.6 / 8.9 eV

```
18
C2H3Cl3F6O2PV ωB97M-V/def2-TZVPD
V -1.0959 0.9483 1.6645
C 1.6433 1.7172 -1.0169
C 0.6471 1.6838 0.0992
O 0.9752 1.3080 1.2558
O -0.5740 1.9642 -0.1104
H 1.3446 0.9667 -1.7504
H 2.6454 1.4964 -0.6651
H 1.5927 2.6979 -1.4960
Cl -3.3618 0.3985 1.1629
Cl -0.5873 -0.7117 3.3609
Cl -1.4439 2.9220 3.0369
P -0.2594 -2.2146 -0.7852
F -1.7167 -2.1764 -1.4332
F -0.5682 -0.7967 0.0067
F -0.8115 -3.0470 0.4628
F 1.2202 -2.2276 -0.1538
F 0.0567 -3.5755 -1.5996
F 0.2934 -1.3534 -2.0391
```

Let us look at the Löwdin charges, expressed in e, one per atom: 0.251 0.009 -0.712 -0.117 -0.128 0.077 0.078 0.078 -0.182 -0.189 -0.229 0.121 -0.153 -0.234 -0.153 -0.159 -0.182 -0.175



The following is a quantum chemistry calculation of C2H3Cl3N2 as an isolated structure at a distorted geometry, from the Open Molecules 2025 dataset.

* energy above the lowest of the compared OMol25 structures with the same formula, charge and spin: 2.7036 eV
* HOMO-LUMO gap: 10.0 eV

```
10
C2H3Cl3N2 ωB97M-V/def2-TZVPD
C -0.1411 -0.4828 0.1423
C -1.5295 -0.0279 -0.0239
N 0.4483 -1.2544 -0.5836
N 0.6109 0.2338 1.6739
Cl -2.4444 -0.2306 1.5972
Cl -1.7168 1.6431 -0.5250
Cl 2.2669 0.6072 1.3065
H -1.9899 -0.5211 -0.9547
H 1.5020 -1.3280 -0.2552
H 0.2218 1.2081 1.8137
```

Let us look at the Löwdin charges, expressed in e, one per atom: -0.487 -1.025 0.156 -0.448 0.520 0.595 0.482 0.097 0.099 0.012



Number 3 is which compound?
C2H3BrOS